C44H58Cl2F3N6O7RbS3 | the ωB97M-V functional and the def2-TZVPD basis

Geometry as XYZ:
```
124
Properties=species:S:1:pos:R:3:forces:R:3:lowdin_charge:R:1
Rb 0.632048 -1.507088 0.054033 -0.4314 -0.0404 0.3112 0.7015
C 0.782730 6.374036 -2.091722 0.0123 0.0076 -0.0028 -0.0467
C -0.451393 5.807596 -1.373474 0.0063 0.0044 0.0091 -0.5598
C -1.588353 5.708043 -2.390588 0.0001 -0.0222 0.0042 -0.0644
C -0.883517 6.775835 -0.262991 0.0019 0.0067 0.0122 -0.0499
C -0.103998 4.450985 -0.770376 0.0165 0.0442 0.0068 -0.1652
C -0.719636 3.306206 -1.118255 -0.0446 0.0466 -0.0279 0.0254
C -0.393233 2.044578 -0.492809 0.0480 0.0959 0.0103 -0.1752
N -0.922162 0.895792 -0.809055 -0.0387 -0.1201 0.0466 0.1340
C -1.601212 0.636948 -1.954153 0.1092 0.0389 -0.0036 -0.2044
C -1.299294 1.280124 -3.179150 -0.0317 -0.0528 -0.1355 -0.0117
C -1.921448 0.934945 -4.344337 -0.0211 0.0406 0.0277 -0.1880
C -2.939877 -0.060307 -4.268348 0.1189 -0.0873 0.0365 -0.0019
C -3.256518 -0.769552 -3.141032 0.0042 0.0249 -0.1298 -0.1022
C -2.544416 -0.473218 -1.894851 -0.0022 0.0864 0.1234 -0.3336
O -2.760621 -1.078559 -0.827603 -0.0483 0.1651 -0.0199 -0.0476
C -4.393726 -1.794320 -3.149498 -0.1035 -0.0304 0.0070 -0.5315
C -5.645934 -1.097185 -2.592344 0.0241 -0.0275 0.1040 -0.0439
C -4.103512 -3.042249 -2.299082 0.0333 -0.0713 -0.0507 -0.0530
C -4.702532 -2.292238 -4.568228 -0.0293 0.0586 -0.0135 -0.0739
C -1.528825 1.502940 -5.705152 0.0193 -0.0310 -0.0127 -0.5581
C -0.399779 2.528329 -5.591619 -0.0017 -0.0091 0.0172 -0.0616
C -1.043807 0.362061 -6.614342 0.0012 0.0157 0.0195 -0.0471
C -2.734869 2.193104 -6.357010 -0.0220 -0.0092 -0.0169 -0.0540
C 0.551046 2.029684 0.657645 0.0421 0.1095 -0.0504 -0.2749
O 0.766652 1.007292 1.302735 -0.0782 0.0679 -0.0195 -0.1055
C 1.270523 3.293593 0.944235 0.0157 -0.0001 0.0477 -0.0685
C 0.935571 4.397118 0.241212 -0.0293 -0.0419 -0.0463 0.0315
C 2.350235 3.298217 2.024311 0.0351 0.0289 -0.0203 -0.5302
C 3.454525 2.287526 1.668790 -0.0113 0.0026 -0.0025 -0.0376
C 1.739482 2.950046 3.391529 -0.0034 -0.0402 -0.0125 -0.0333
C 3.006339 4.675658 2.150193 0.0058 0.0075 0.0039 -0.0778
H 0.555779 7.356994 -2.515026 0.0055 -0.0108 0.0015 0.0797
H 1.088813 5.709727 -2.902780 -0.0003 0.0129 0.0121 0.0893
H 1.631260 6.488264 -1.414456 -0.0216 -0.0066 -0.0088 0.0760
H -1.800331 6.697793 -2.802624 0.0092 -0.0050 0.0033 0.0816
H -2.504175 5.330299 -1.931350 0.0112 0.0010 -0.0071 0.0897
H -1.324875 5.046723 -3.219350 -0.0105 0.0145 0.0170 0.0717
H -1.137446 7.751163 -0.688569 0.0057 -0.0085 0.0092 0.0787
H -0.091821 6.926011 0.473173 -0.0139 -0.0023 -0.0094 0.0750
H -1.759687 6.388444 0.261176 0.0079 0.0078 -0.0052 0.0905
H -1.532839 3.302284 -1.830484 0.0193 0.0000 0.0369 0.1012
H -0.475721 1.982074 -3.182757 -0.0119 -0.0529 0.0062 0.1040
H -3.462018 -0.294940 -5.188594 -0.0097 -0.0264 0.0125 0.0913
H -5.459334 -0.751590 -1.573364 0.0007 -0.0108 -0.0255 0.0866
H -6.494023 -1.789541 -2.570990 0.0167 0.0088 -0.0024 0.0792
H -5.913043 -0.234188 -3.207623 -0.0064 -0.0125 -0.0040 0.0808
H -4.000275 -2.799651 -1.246960 -0.0075 -0.0142 -0.0506 0.0693
H -3.177447 -3.528397 -2.615168 -0.0549 0.0155 -0.0015 0.0538
H -4.923791 -3.755200 -2.428354 0.0004 -0.0049 -0.0204 0.0784
H -5.117694 -1.513265 -5.212969 0.0354 0.0137 0.0183 0.0715
H -5.444944 -3.091587 -4.512343 0.0069 0.0048 0.0002 0.0772
H -3.804870 -2.695327 -5.045369 -0.0323 -0.0040 -0.0023 0.0873
H 0.500831 2.085754 -5.160686 -0.0183 0.0100 -0.0085 0.0896
H -0.695553 3.377724 -4.970213 0.0187 -0.0162 -0.0107 0.0714
H -0.146189 2.908173 -6.584865 -0.0113 0.0007 0.0099 0.0818
H -0.178477 -0.132341 -6.165989 -0.0111 0.0044 -0.0132 0.0816
H -0.751953 0.746158 -7.597041 -0.0090 -0.0060 0.0130 0.0787
H -1.823657 -0.388036 -6.760843 0.0107 0.0044 -0.0029 0.0763
H -3.079299 3.022896 -5.735708 0.0003 -0.0042 -0.0073 0.0849
H -3.571823 1.504184 -6.489475 0.0214 0.0081 0.0096 0.0732
H -2.463858 2.585985 -7.342145 -0.0106 -0.0017 0.0124 0.0775
H 1.453997 5.323393 0.455213 -0.0154 -0.0199 0.0028 0.0879
H 3.069788 1.271843 1.624190 0.0034 0.0052 0.0050 0.0531
H 4.239857 2.320525 2.429956 -0.0149 0.0077 -0.0103 0.0852
H 3.906116 2.529062 0.703335 -0.0123 -0.0121 0.0124 0.0838
H 1.296017 1.957183 3.388279 -0.0044 0.0101 0.0017 0.0569
H 0.969746 3.677094 3.665889 0.0022 -0.0131 -0.0059 0.0879
H 2.517247 2.972909 4.160172 -0.0108 -0.0038 -0.0165 0.0851
H 3.479494 4.986942 1.214765 -0.0079 -0.0047 0.0196 0.0843
H 3.783704 4.627260 2.915238 -0.0092 -0.0014 0.0020 0.0820
H 2.287263 5.442709 2.453065 0.0245 -0.0088 -0.0078 0.0807
Cl -0.400332 -3.506843 -2.218696 0.0778 -0.0505 -0.2403 0.5816
C -0.044899 -2.423299 -3.567211 -0.0758 0.0580 -0.0511 -0.9589
Cl 1.257208 -1.267209 -3.200687 0.0615 -0.0421 -0.0650 0.5209
H -0.933459 -1.848203 -3.808296 -0.0095 0.0028 0.0152 0.0053
H 0.289774 -3.025868 -4.402395 -0.0139 -0.0132 -0.0298 0.0271
F -2.933805 -5.448255 5.814205 0.1027 -0.0143 -0.0557 0.0742
C -1.875006 -5.591243 4.955003 -0.0470 -0.0205 0.0557 -0.5997
F -0.782465 -5.355849 5.705650 -0.0573 0.0103 -0.0126 0.1024
F -1.863621 -6.898383 4.635870 0.0005 0.0213 0.0023 0.1048
C -2.009851 -4.674114 3.774853 -0.0591 0.0862 -0.0934 -0.1471
C -3.146791 -3.893407 3.683324 0.1063 -0.0573 -0.0342 -0.0358
C -3.302735 -3.022352 2.613498 -0.0684 0.0154 -0.0068 -0.0938
C -2.265401 -2.952536 1.695840 0.1052 -0.0229 0.0556 -0.1761
N -1.150432 -3.673887 1.775741 0.0362 -0.0565 -0.1192 0.0271
C -0.996927 -4.596795 2.763850 -0.0269 0.1036 0.1886 -0.7256
S 0.391183 -5.598368 2.776973 -0.0747 -0.0700 -0.0767 0.6257
H -3.907931 -3.963586 4.447120 -0.0205 0.0036 0.0197 0.1110
H -4.183170 -2.405068 2.496333 0.0048 -0.0161 0.0148 0.0996
H -2.335312 -2.263876 0.857644 0.0043 -0.0106 0.0454 0.0706
O 1.592671 -5.316305 -0.376716 -0.0850 0.0214 0.1734 -0.1420
H 1.120771 -5.481724 0.462641 0.0303 -0.0090 -0.0613 -0.0752
H 2.134465 -4.549007 -0.146583 0.0561 0.0139 -0.0656 -0.0187
O -1.453628 -0.717820 4.212054 0.0752 0.1210 -0.1419 -0.0733
H -0.772687 -0.304068 3.659971 -0.0260 -0.1336 0.1566 -0.0020
H -1.848586 -1.381207 3.628364 -0.0090 -0.0121 0.1044 -0.0011
N 4.724634 -0.887648 -0.789311 -0.0783 0.0023 0.0775 0.0642
C 4.238824 -0.001327 -1.359502 0.0850 -0.0357 -0.0346 -0.0919
H 5.016487 -1.687382 -0.191496 0.0514 0.0456 -0.0685 0.0239
N 1.422626 -0.510380 6.029080 0.0277 0.0172 -0.0002 0.0464
C 2.443355 -1.111518 5.216943 -0.0072 0.0835 -0.0269 -0.7448
N 3.707344 -0.468523 5.527583 0.0220 -0.1566 0.0164 0.0684
S 1.953986 -1.012751 3.435861 -0.0781 -0.0210 -0.0391 1.0185
H 1.707180 -0.485235 6.999255 -0.0131 0.0131 0.0201 0.0676
H 0.512757 -0.940168 5.908108 -0.0131 -0.0254 -0.0408 0.0574
H 4.424679 -1.169323 5.677214 0.0229 0.0063 -0.1014 0.0519
H 4.015331 0.087492 4.739777 -0.0649 0.1068 0.0620 0.0644
O 6.924630 -2.150975 2.563920 -0.0368 -0.0091 0.0102 -0.3336
S 6.067728 -3.287951 2.311445 -0.0077 0.0083 0.0348 0.6283
O 6.722605 -4.571115 2.244053 -0.0337 -0.0018 -0.0342 -0.3274
N 5.102939 -3.020741 1.028034 0.0035 0.0104 -0.0441 -0.0846
C 3.820077 -2.944934 1.415488 0.0024 -0.0725 0.2148 -0.5388
O 2.841640 -2.775641 0.679257 0.4139 -0.1204 -0.0409 -0.1785
C 3.639804 -3.057326 2.900500 -0.0347 0.0579 0.0521 -0.1563
C 2.359417 -2.795853 3.594034 0.0896 -0.0337 -0.0346 -0.4061
C 2.515965 -2.694962 5.129895 0.0215 -0.0083 0.0184 -0.2333
C 3.753773 -3.325090 5.704431 -0.0062 -0.0027 0.0080 -0.0544
C 4.840646 -3.568960 4.964723 0.0205 -0.0464 0.0246 -0.0436
C 4.774803 -3.323373 3.530345 0.0378 0.0470 -0.0655 -0.1979
H 1.565317 -3.454681 3.239468 0.0261 0.0397 0.0191 0.0333
H 1.629008 -3.099004 5.617224 -0.0270 -0.0083 -0.0021 0.1395
H 3.762472 -3.557324 6.764156 -0.0002 0.0170 -0.0040 0.1083
H 5.737679 -3.997477 5.394144 -0.0044 0.0103 -0.0071 0.1126
```
Positions in Å, forces in eV/Å.

Values from the calculation:
F_max = 0.5 eV Å⁻¹
total charge = -2
highest occupied orbital energy (alpha / beta) = -0.0941 / -0.0941 Ha
relative energy (zero: lowest compared OMol25 entry of this formula, charge and spin) = 0.120 eV
LUMO level (alpha / beta) = 2.803 / 2.801 eV


C44H58Ge2N8O2PdSb | the ωB97M-V functional and the def2-TZVPD basis

Geometry as XYZ:
```
116
Properties=species:S:1:pos:R:3:forces:R:3:lowdin_spin:R:1
Pd -0.951916 0.237328 -0.538360 0.4671 -0.7263 0.6166 0.5390
C 0.027819 1.827993 5.001386 -0.0194 0.1899 0.1678 0.0000
N 0.193444 1.013650 3.811038 -0.2709 0.0779 -0.2354 -0.0004
C -0.447984 1.070901 2.632182 0.2407 -0.0619 0.2046 0.0066
N 0.070454 0.182759 1.802542 -0.1732 0.0684 0.1658 0.0333
C 1.046586 -0.400997 2.547824 -0.0441 0.0445 -0.0675 0.0027
N 1.154262 0.076610 3.763827 0.1774 -0.1838 0.1217 0.0019
C -1.409025 2.200038 5.269196 -0.0287 -0.0106 -0.0904 0.0000
C -1.740385 3.458315 5.755493 0.0665 -0.0299 0.0106 0.0000
C -3.058178 3.767777 6.066373 -0.0362 0.0623 0.0385 0.0000
C -4.061508 2.831717 5.894146 -0.0604 -0.0826 -0.0509 0.0000
C -3.734931 1.574891 5.394371 0.2978 0.0130 -0.0776 0.0000
C -2.414859 1.263767 5.087870 -0.1120 0.0111 0.0153 0.0000
C -4.744722 0.544420 5.222153 -0.6096 -0.2626 0.1149 0.0000
N -5.950049 0.486397 5.689667 0.3558 0.4896 0.0521 0.0000
N -6.460496 -0.734118 5.328132 -0.0751 -0.5483 -0.2573 0.0000
C -5.535300 -1.345843 4.662622 -0.2888 0.4704 0.3251 0.0000
O -4.420195 -0.587108 4.553382 0.2544 -0.0679 -0.1527 0.0000
C -5.520366 -2.698530 4.122549 0.1666 -0.1538 -0.1544 0.0000
C -6.289753 -3.690870 4.716900 0.0242 0.1477 -0.0106 0.0000
C -6.164862 -4.996626 4.273171 -0.0501 -0.0961 0.0113 0.0000
C -5.300463 -5.303534 3.237016 0.0005 0.0169 -0.0840 0.0000
C -4.564086 -4.305212 2.604170 0.0223 0.0578 -0.0203 0.0000
C -3.666380 -4.717150 1.453764 -0.1053 -0.1089 0.1949 0.0004
N -3.014802 -3.629528 0.761644 0.1882 0.1575 0.2140 0.0015
C -1.941151 -2.895396 1.102133 0.0080 -0.0847 -0.0457 0.0024
N -1.725041 -1.969064 0.192407 -0.1888 0.0797 -0.4209 0.0242
C -2.729812 -2.179759 -0.705842 -0.0524 -0.2654 0.1882 0.0015
N -3.531302 -3.167859 -0.389101 -0.1545 0.0416 -0.2267 -0.0001
C -4.669557 -3.001243 3.056373 -0.0285 0.0159 0.0982 0.0000
H 0.640338 2.726566 4.911521 -0.0035 0.0020 -0.0180 0.0000
H 0.419596 1.237183 5.829610 0.0566 -0.0231 -0.0599 0.0000
H -1.268689 1.738187 2.423040 -0.0442 0.0379 -0.0061 0.0021
H 1.692926 -1.183303 2.185058 0.0090 -0.0062 -0.0115 -0.0001
H -0.964000 4.198504 5.909747 0.0037 0.0074 -0.0606 0.0000
H -3.299261 4.752473 6.444767 -0.0098 -0.0112 0.0026 0.0000
H -5.093005 3.050331 6.135530 0.0122 0.0472 -0.0064 0.0000
H -2.182516 0.276431 4.710968 0.0388 -0.0012 -0.0023 0.0000
H -6.956783 -3.428162 5.526474 0.0277 -0.0290 0.0332 0.0000
H -6.733330 -5.784350 4.749570 -0.0217 0.0100 -0.0178 0.0000
H -5.198043 -6.330073 2.903296 -0.0371 -0.0070 0.0075 0.0000
H -4.261387 -5.228655 0.699095 0.0524 -0.0347 -0.0081 0.0001
H -2.913957 -5.417162 1.821401 0.0721 0.0445 -0.0726 0.0000
H -1.348333 -3.078832 1.984023 -0.0354 0.0237 0.0331 -0.0001
H -2.854942 -1.600739 -1.604495 -0.0126 0.0293 -0.0087 -0.0005
H -4.101737 -2.197307 2.603371 0.0165 -0.0476 -0.0467 0.0000
C 1.492483 4.874649 -0.488303 -0.2441 0.0414 0.0958 0.0002
Ge -0.223968 4.582609 0.468986 0.3817 -0.0624 0.1372 0.0287
C -1.217267 6.301865 0.508654 0.0916 -0.2073 -0.1160 0.0117
C 0.367265 4.374232 2.357444 -0.0679 -0.0761 -0.1835 0.0012
Ge -1.372988 2.578056 -0.434792 -0.6945 0.9591 -0.0287 0.1026
C -2.253606 3.320891 -2.063920 0.2164 0.1009 -0.0276 0.0131
C -3.255332 2.579879 -2.689066 -0.0293 0.0416 0.0838 0.0054
C -3.819812 2.989399 -3.887444 -0.0152 -0.0192 -0.0194 -0.0006
C -3.388553 4.163749 -4.490432 0.0102 0.0601 -0.0413 0.0052
C -2.413209 4.931667 -3.871919 0.0615 0.0238 -0.0495 -0.0002
C -1.850784 4.507794 -2.674938 -0.0182 -0.0669 0.1017 0.0061
C -3.042812 2.476578 0.688533 0.0322 -0.2097 0.0060 0.0371
C -3.557319 3.489888 1.496835 0.1041 0.0128 -0.0084 0.0083
C -4.801611 3.369264 2.102815 -0.0309 0.0319 0.0624 0.0015
C -5.556569 2.218310 1.930628 -0.0716 -0.0301 0.0877 0.0033
C -5.054089 1.180515 1.158606 -0.0262 -0.0365 -0.0020 0.0002
C -3.814016 1.315886 0.550579 -0.0178 0.0861 0.0466 0.0149
H 2.064603 5.656704 0.014283 0.0000 0.0088 -0.0036 0.0000
H 1.348881 5.165843 -1.529052 -0.0080 -0.0322 -0.0097 0.0000
H 2.079703 3.955038 -0.467569 0.0272 0.0079 -0.0215 0.0000
H -0.512629 7.096041 0.762525 0.0147 0.0013 -0.0057 0.0016
H -1.995466 6.280352 1.271317 0.0088 0.0054 -0.0069 0.0001
H -1.681648 6.537403 -0.447617 -0.0187 0.0010 0.0066 0.0001
H 0.898022 5.281191 2.653904 -0.0264 0.0160 0.0154 0.0003
H 1.052372 3.531010 2.468257 -0.0236 -0.0200 -0.0049 0.0000
H -0.486938 4.236415 3.023183 -0.0116 -0.0201 0.0470 0.0001
H -3.597641 1.665433 -2.216920 -0.0392 -0.0313 -0.0618 0.0005
H -4.594873 2.393727 -4.355830 0.0081 -0.0108 0.0050 -0.0001
H -3.808723 4.483590 -5.435844 -0.0429 -0.0100 0.0189 0.0004
H -2.082659 5.858731 -4.325469 -0.0013 -0.0115 -0.0143 -0.0001
H -1.080806 5.111930 -2.207154 0.0232 0.0312 -0.0850 0.0006
H -2.988791 4.402726 1.639240 -0.0573 -0.0037 -0.0039 0.0013
H -5.196896 4.186244 2.694468 0.0300 0.0017 0.0452 0.0001
H -6.534285 2.132865 2.390264 0.0262 -0.0024 0.0169 0.0002
H -5.640021 0.278426 1.015004 0.0301 0.0086 -0.0040 0.0000
H -3.435007 0.513999 -0.077744 -0.0480 -0.0727 0.0325 0.0066
O 2.022847 0.369766 -0.521249 0.7514 -0.1729 0.0577 0.0021
H 1.625847 1.210571 -0.272348 -0.2191 -0.0010 0.0738 0.0020
H 1.475590 -0.290987 -0.073797 -0.0377 0.3011 -0.1167 0.0010
C 0.052144 1.641863 -5.447779 0.0305 0.0517 0.0825 0.0000
C 0.148149 1.674687 -3.926503 0.0480 -0.3589 -0.0714 -0.0043
C 1.405207 2.394459 -3.450402 -0.1080 -0.0615 0.0591 -0.0002
Sb -0.044555 -0.252491 -2.903258 -0.0582 0.2035 -0.7068 0.0654
C -1.448435 -1.378476 -4.194215 0.4225 0.1465 0.0762 0.0167
C -2.756137 -0.605959 -4.308230 0.0125 -0.0543 0.0807 -0.0003
C -0.910259 -1.792731 -5.559474 -0.0773 -0.0510 0.1196 0.0038
C 1.899002 -1.222046 -3.307849 -0.3575 0.0764 -0.0448 0.0329
C 2.467929 -0.948577 -4.694326 0.0025 -0.0145 0.0373 0.0065
C 1.780450 -2.716857 -3.030896 -0.0521 0.0587 0.0476 0.0030
H 0.191798 2.655539 -5.837919 -0.0077 -0.0087 -0.0329 -0.0001
H -0.928165 1.299590 -5.777892 0.0276 -0.0169 -0.0511 0.0000
H 0.814708 1.004241 -5.897762 -0.0229 0.0249 -0.0431 0.0001
H -0.712116 2.218602 -3.540646 -0.0335 -0.0609 -0.0087 -0.0004
H 2.315074 1.915256 -3.814591 0.0395 0.0119 0.0414 0.0000
H 1.453052 2.429995 -2.360266 0.0373 0.0332 0.0028 0.0004
H 1.401009 3.424285 -3.820381 0.0131 0.0136 0.0129 -0.0001
H -1.631118 -2.290348 -3.615144 0.0291 0.0332 0.0566 0.0007
H -2.645759 0.278401 -4.936934 -0.0078 0.0293 0.0175 0.0000
H -3.106241 -0.263382 -3.332389 -0.0596 0.0426 -0.0132 -0.0007
H -3.539381 -1.231948 -4.746914 0.0058 -0.0001 -0.0214 0.0003
H -0.689366 -0.928439 -6.185589 0.0138 -0.0237 -0.0188 0.0001
H -1.654528 -2.404764 -6.080221 0.0216 0.0143 -0.0472 0.0011
H -0.002270 -2.386375 -5.459607 -0.0344 -0.0240 -0.1020 0.0002
H 2.557897 -0.778143 -2.562391 -0.1042 0.0845 0.0448 0.0000
H 1.837485 -1.356803 -5.485024 0.0445 0.0301 -0.0139 0.0002
H 3.455550 -1.413189 -4.785686 -0.0077 -0.0190 -0.0098 0.0023
H 2.592210 0.117436 -4.875143 0.0198 -0.0117 -0.0502 0.0002
H 1.118646 -3.206320 -3.749168 -0.0019 -0.0344 0.0264 0.0001
H 1.388993 -2.907243 -2.028416 0.0044 -0.0477 -0.0020 0.0016
H 2.760415 -3.197230 -3.107214 -0.0034 -0.0145 0.0034 0.0004
```
Positions in Å, forces in eV/Å.

Values from the calculation:
F_max = 1.2 eV Å⁻¹
total charge = 0
highest occupied orbital energy (alpha / beta) = -0.2239 / -0.2799 Ha
relative energy (zero: lowest compared OMol25 entry of this formula, charge and spin) = 0.216 eV
multiplicity = 2
LUMO level (alpha / beta) = -0.108 / -0.110 eV